Record 1
{
  "formula": "C5H6O2",
  "method": "ωB97M-V/def2-TZVPD",
  "symbols": ["O", "C", "C", "C", "C", "C", "O", "H", "H", "H", "H", "H", "H"],
  "coordinates": [[1.639, 1.133, -1.048], [1.680, -0.063, -0.295], [0.308, -0.345, 0.220], [-0.615, 0.541, 0.950], [-1.747, -0.490, 0.895], [-0.819, -0.919, -0.244], [-0.641, 1.755, 0.975], [1.100, 1.762, -0.543], [2.394, 0.009, 0.540], [2.024, -0.866, -0.953], [-2.744, -0.087, 0.710], [-1.764, -1.242, 1.689], [-1.041, -1.279, -1.240]],
  "fmax_ev_per_a": 0.646,
  "e_above_lowest_ev": 2.2802,
  "total_charge": 0,
  "e_lumo_ev": 0.68,
  "gap_ev": 10.41
}

Record 2
{
  "formula": "C9H18FNO2",
  "method": "ωB97M-V/def2-TZVPD",
  "symbols": ["C", "C", "C", "C", "N", "C", "C", "F", "C", "H", "H", "H", "H", "H", "H", "H", "H", "H", "H", "H", "H", "H", "H", "H", "C", "C", "O", "O", "H", "H", "H"],
  "coordinates": [[3.207, 0.034, -0.977], [2.133, 0.653, 0.125], [2.035, 2.280, -0.242], [0.513, 2.319, -0.936], [-0.206, 1.329, -0.049], [-1.714, 1.269, -0.020], [-2.421, 0.684, -1.378], [-2.165, 0.409, 1.120], [0.605, 0.047, -0.186], [3.279, -1.112, -0.752], [4.223, 0.619, -0.870], [2.733, 0.226, -2.035], [2.558, 0.495, 1.215], [1.998, 2.912, 0.768], [2.880, 2.737, -0.920], [0.081, 3.391, -1.108], [0.752, 1.801, -1.974], [0.089, 1.654, 0.921], [-2.101, 2.367, 0.227], [-1.937, -0.318, -1.758], [-2.533, 1.501, -2.238], [-3.542, 0.406, -1.082], [0.644, -0.355, -1.307], [0.383, -0.848, 0.560], [-1.920, -2.994, 2.119], [-1.259, -4.196, 1.467], [-0.740, -5.025, 2.266], [-1.315, -4.212, 0.206], [-1.839, -3.037, 3.210], [-1.440, -2.073, 1.773], [-2.981, -2.963, 1.852]],
  "fmax_ev_per_a": 4.058,
  "e_above_lowest_ev": 2.7577,
  "total_charge": 0,
  "e_lumo_ev": -0.87,
  "gap_ev": 5.17
}

Record 3
{
  "formula": "C17H18AsF6IrNO10SSe",
  "method": "ωB97M-V/def2-TZVPD",
  "symbols": ["Ir", "O", "S", "O", "O", "O", "C", "As", "C", "C", "H", "H", "H", "H", "H", "H", "H", "H", "H", "C", "C", "C", "N", "H", "H", "H", "H", "H", "O", "Se", "O", "O", "O", "F", "C", "F", "F", "C", "C", "C", "C", "C", "C", "C", "C", "H", "H", "H", "H", "F", "C", "F", "F", "C", "O", "O"],
  "coordinates": [[-1.053, -1.498, 1.109], [-4.791, -0.327, -0.887], [-3.433, 0.030, -0.563], [-3.497, 1.267, 0.379], [-2.851, -1.091, 0.270], [-2.580, 0.379, -1.679], [-2.484, 3.132, 2.140], [-1.689, 2.233, 0.624], [0.248, 2.664, 0.935], [-2.026, 3.456, -0.847], [-1.909, 4.024, 2.396], [-2.504, 2.434, 2.975], [-3.507, 3.398, 1.880], [0.372, 3.750, 0.970], [0.825, 2.229, 0.121], [0.530, 2.198, 1.877], [-1.644, 4.452, -0.607], [-3.098, 3.484, -1.027], [-1.530, 3.064, -1.733], [1.818, -3.019, 5.167], [2.357, -2.225, 3.975], [1.369, -2.146, 2.907], [0.576, -2.022, 2.098], [2.541, -2.992, 5.983], [1.643, -4.058, 4.890], [0.880, -2.571, 5.490], [3.272, -2.661, 3.569], [2.573, -1.197, 4.271], [-2.914, 0.201, 4.385], [-1.706, -0.643, 3.741], [-0.503, -0.940, 4.792], [-1.075, 0.163, 2.371], [-2.151, -2.038, 2.924], [4.758, 1.712, -5.675], [3.571, 2.324, -5.421], [3.898, 3.605, -5.113], [2.917, 2.375, -6.599], [2.796, 1.651, -4.344], [3.364, 1.544, -3.078], [2.673, 0.922, -2.057], [1.391, 0.389, -2.273], [0.831, 0.512, -3.555], [1.525, 1.133, -4.576], [0.661, -0.239, -1.236], [0.017, -0.731, -0.332], [4.352, 1.952, -2.894], [3.110, 0.839, -1.069], [-0.160, 0.107, -3.713], [1.078, 1.217, -5.557], [-2.456, -5.713, -0.685], [-1.279, -5.222, -1.123], [-0.312, -5.838, -0.408], [-1.134, -5.640, -2.392], [-1.226, -3.664, -1.004], [-1.319, -3.016, -2.018], [-1.114, -3.348, 0.228]],
  "fmax_ev_per_a": 0.429,
  "e_above_lowest_ev": 1.0387,
  "multiplicity": 2,
  "total_charge": -2,
  "e_lumo_ev": [4.23, 4.20],
  "gap_ev": [6.33, 6.92]
}

Record 4
{
  "formula": "C4H7NO",
  "method": "ωB97M-V/def2-TZVPD",
  "symbols": ["O", "C", "C", "C", "N", "C", "H", "H", "H", "H", "H", "H", "H"],
  "coordinates": [[-0.951, -0.359, -1.914], [-0.232, 0.301, -0.937], [-0.899, 0.602, 0.425], [0.292, -0.088, 1.105], [0.814, -0.508, -0.213], [1.591, 0.521, 0.682], [-1.621, -0.921, -1.504], [0.284, 1.141, -1.398], [-1.838, 0.041, 0.528], [-1.057, 1.652, 0.675], [0.145, -0.833, 1.888], [1.083, -1.455, -0.459], [2.391, -0.095, 1.123]],
  "fmax_ev_per_a": 0.353,
  "e_above_lowest_ev": 4.8583,
  "total_charge": 0,
  "e_lumo_ev": 0.63,
  "gap_ev": 8.09
}

Record 5
{
  "formula": "C36H30Br2F3InNO22",
  "method": "ωB97M-V/def2-TZVPD",
  "symbols": ["C", "In", "C", "C", "C", "F", "Br", "C", "F", "F", "Br", "C", "O", "N", "O", "H", "H", "H", "H", "H", "H", "H", "H", "H", "H", "C", "C", "C", "O", "C", "C", "C", "O", "O", "O", "H", "H", "H", "H", "C", "C", "C", "O", "C", "C", "C", "O", "O", "O", "H", "H", "H", "H", "C", "C", "C", "O", "C", "C", "C", "O", "O", "O", "H", "H", "H", "H", "C", "C", "C", "O", "C", "C", "C", "O", "O", "O", "H", "H", "H", "H", "C", "C", "C", "O", "C", "C", "C", "O", "O", "O", "H", "H", "H", "H"],
  "coordinates": [[-1.493, 4.570, -2.095], [-0.995, 2.361, -1.787], [1.055, 2.012, -0.900], [1.112, 1.486, 0.603], [-0.029, 0.487, 1.034], [-1.218, 1.165, 1.380], [-0.342, -0.987, -0.258], [0.449, -0.230, 2.429], [0.878, -1.519, 2.135], [1.490, 0.446, 3.050], [-1.066, -0.254, 3.728], [-0.895, 1.483, -3.925], [-2.175, 1.638, -4.628], [-3.143, 1.534, -3.644], [-3.410, 0.394, -3.449], [-0.731, 5.071, -2.781], [-2.461, 4.574, -2.698], [-1.638, 5.135, -1.132], [-2.335, 1.503, -0.978], [1.577, 3.026, -0.902], [1.687, 1.360, -1.586], [1.169, 2.348, 1.333], [2.088, 0.906, 0.704], [-0.035, 2.008, -4.424], [-0.597, 0.398, -3.766], [-1.037, -2.305, -6.452], [-1.780, -2.955, -7.351], [-1.638, -2.694, -8.813], [-2.322, -3.320, -9.605], [-0.674, -1.678, -9.239], [0.066, -1.026, -8.340], [-0.055, -1.306, -6.880], [0.650, -0.704, -6.096], [0.960, -0.083, -8.712], [-2.694, -3.880, -6.975], [-1.129, -2.486, -5.389], [-0.594, -1.485, -10.300], [1.362, 0.234, -7.881], [-3.091, -4.203, -7.804], [-1.095, 1.037, 10.162], [-1.887, 0.340, 9.344], [-1.871, 0.565, 7.869], [-2.590, -0.098, 7.149], [-0.977, 1.599, 7.342], [-0.189, 2.296, 8.159], [-0.185, 2.053, 9.629], [0.564, 2.700, 10.342], [0.642, 3.257, 7.683], [-2.736, -0.601, 9.820], [-1.095, 0.883, 11.232], [-0.988, 1.764, 6.272], [1.104, 3.613, 8.465], [-3.191, -0.958, 9.035], [2.945, 0.160, 7.389], [4.236, 0.274, 7.070], [5.221, -0.790, 7.422], [6.387, -0.659, 7.099], [4.734, -1.961, 8.157], [3.443, -2.071, 8.478], [2.455, -1.020, 8.101], [1.282, -1.165, 8.395], [2.973, -3.143, 9.158], [4.708, 1.358, 6.414], [2.220, 0.922, 7.137], [5.460, -2.717, 8.422], [2.017, -2.984, 9.262], [5.663, 1.198, 6.302], [1.615, 6.212, 3.668], [1.104, 5.229, 4.414], [-0.356, 5.153, 4.708], [-0.783, 4.230, 5.375], [-1.220, 6.209, 4.176], [-0.709, 7.193, 3.434], [0.747, 7.254, 3.117], [1.171, 8.159, 2.421], [-1.490, 8.180, 2.935], [1.889, 4.259, 4.936], [2.671, 6.277, 3.446], [-2.275, 6.152, 4.411], [-0.886, 8.760, 2.437], [1.284, 3.672, 5.431], [-0.757, -8.868, -10.994], [-0.766, -8.180, -9.850], [-1.380, -6.823, -9.762], [-1.385, -6.238, -8.695], [-1.954, -6.248, -10.981], [-1.941, -6.934, -12.125], [-1.352, -8.301, -12.207], [-1.376, -8.903, -13.266], [-2.464, -6.419, -13.264], [-0.220, -8.684, -8.719], [-0.317, -9.853, -11.071], [-2.380, -5.256, -10.907], [-2.332, -7.107, -13.942], [-0.357, -7.999, -8.038]],
  "fmax_ev_per_a": 2.348,
  "e_above_lowest_ev": 1.2454,
  "total_charge": -1,
  "e_lumo_ev": -0.41,
  "gap_ev": 4.14
}

Record 6
{
  "formula": "C2H3O2Pt",
  "method": "ωB97M-V/def2-TZVPD",
  "symbols": ["H", "C", "O", "O", "C", "H", "H", "Pt"],
  "coordinates": [[-1.181, -0.327, 0.727], [0.359, -1.120, 0.215], [1.437, -1.606, 0.473], [0.303, 0.066, -0.352], [-0.965, 0.721, -0.039], [-0.734, 1.755, 0.209], [-1.648, 0.503, -0.860], [2.429, 0.008, -0.373]],
  "fmax_ev_per_a": 4.153,
  "e_above_lowest_ev": 1.3346,
  "multiplicity": 4,
  "total_charge": 2,
  "e_lumo_ev": [-13.06, -15.40],
  "gap_ev": [8.55, 6.99]
}

Number 1: electronic energy -344.51811 a.u.. Number 2: electronic energy -658.58997 a.u.. Number 3: electronic energy -7204.70556 a.u.. Number 4: electronic energy -286.45311 a.u.. Number 5: electronic energy -8737.41542 a.u.. Number 6: electronic energy -346.69891 a.u..